No. 1
Here is 8 unconnected molecules or ions with the total composition C36H81BF6N10O10S2 at a distorted geometry from the Open Molecules 2025 dataset. Energies are from the ωB97M-V functional and the def2-TZVPD basis.

Positions of all 146 atoms, in Å:
C: -0.9466 -2.0533 -4.2141
C: -0.8556 -2.6069 -2.7662
N: -0.4701 -4.0055 -2.7044
C: -1.3459 -5.0520 -2.6962
C: -0.5922 -6.1562 -2.5218
N: 0.7285 -5.7807 -2.4963
C: 0.7890 -4.4582 -2.6374
C: 1.8539 -6.6540 -2.1940
H: 0.0068 -1.6664 -4.5759
H: -1.6140 -1.1915 -4.2802
H: -1.3066 -2.7184 -4.9994
H: -1.8158 -2.4481 -2.2757
H: -0.1706 -2.0246 -2.1490
H: -2.4067 -4.8711 -2.7178
H: -0.8732 -7.1899 -2.4000
H: 1.6798 -3.9205 -2.3415
H: 1.5483 -7.4120 -1.4736
H: 2.6173 -6.1306 -1.6148
H: 2.3049 -7.1134 -3.0700
C: -3.2604 1.5269 3.1757
C: -2.1232 2.5670 3.0640
N: -2.3621 3.5195 2.0067
C: -2.0783 3.2820 0.6899
C: -2.3939 4.3535 -0.0488
N: -2.8347 5.3382 0.8432
C: -2.8350 4.7581 2.0731
C: -3.1187 6.7360 0.4704
H: -3.0979 0.8978 4.0483
H: -3.2454 0.9032 2.2783
H: -4.2547 1.9679 3.2387
H: -1.0963 2.2695 2.8525
H: -2.0756 3.0259 4.0529
H: -1.7022 2.3006 0.4448
H: -2.3596 4.5506 -1.1067
H: -3.0277 5.2202 3.0299
H: -3.8952 6.7971 -0.2876
H: -2.1754 7.2571 0.3367
H: -3.6120 7.1507 1.3511
C: -0.5444 2.2447 -3.8344
C: 0.9483 2.2830 -3.9166
N: 1.5901 0.9542 -4.0979
C: 1.8238 -0.0036 -3.1449
C: 2.5425 -0.9854 -3.7118
N: 2.5355 -0.8002 -5.0854
C: 2.0149 0.4587 -5.2619
C: 3.2104 -1.6222 -6.0714
H: -1.0083 3.1967 -3.5773
H: -0.8848 1.5457 -3.0657
H: -0.9943 1.9274 -4.7768
H: 1.3774 2.7607 -3.0364
H: 1.2213 2.9239 -4.7552
H: 1.3858 0.2109 -2.1837
H: 3.0177 -1.8672 -3.3099
H: 1.9050 0.9796 -6.2004
H: 2.6422 -1.6228 -6.9994
H: 3.3375 -2.6437 -5.7204
H: 4.2068 -1.2273 -6.2678
C: -7.9186 -0.7645 3.1994
O: -6.7932 -0.0760 2.6341
C: -7.1171 0.5924 1.4448
C: -5.8724 0.6891 0.5484
N: -5.2329 -0.6813 0.2826
H: -4.9899 -1.0747 1.1909
H: -5.9590 -1.2750 -0.1148
C: -3.9697 -0.7263 -0.6289
C: -4.1074 0.0585 -1.9116
O: -3.9805 1.4229 -1.6222
C: -4.3250 2.2125 -2.7612
H: -8.1219 -1.6217 2.5522
H: -8.8246 -0.1569 3.1749
H: -7.6858 -1.0924 4.2078
H: -7.5025 1.5749 1.7295
H: -7.9129 0.1118 0.8656
H: -5.1308 1.2954 1.0613
H: -6.1185 0.9881 -0.4666
H: -3.8409 -1.7945 -0.7915
H: -3.2243 -0.2986 0.0409
H: -5.0787 -0.1741 -2.3610
H: -3.3041 -0.2975 -2.5642
H: -5.3930 2.2067 -2.9859
H: -3.7542 1.8435 -3.6165
H: -4.0475 3.2583 -2.6403
C: 3.1592 6.0241 -2.7327
O: 3.0318 4.9408 -1.8212
C: 2.0341 4.9797 -0.8485
C: 2.2604 3.6830 -0.0596
N: 3.5415 3.8395 0.7275
H: 4.2618 4.0125 0.0266
H: 3.5630 4.6468 1.3466
C: 3.9398 2.6118 1.6451
C: 5.4593 2.6910 1.8132
O: 5.8233 4.0142 2.1727
C: 7.2027 4.2648 2.1376
H: 3.4945 6.9234 -2.2178
H: 2.1526 6.2541 -3.1064
H: 3.6654 5.6833 -3.6313
H: 1.0543 4.8889 -1.3315
H: 2.0459 5.8298 -0.1601
H: 2.4418 2.8081 -0.6789
H: 1.4436 3.4620 0.6259
H: 3.6055 1.7377 1.0878
H: 3.3220 2.8081 2.5180
H: 5.9574 2.4640 0.8680
H: 5.6810 1.9824 2.6139
H: 7.7424 3.4845 2.6767
H: 7.4163 5.2753 2.4784
H: 7.5501 4.2658 1.0973
C: -1.8158 -1.2741 5.9531
O: -1.0732 -1.9538 4.9550
C: -0.9711 -1.3056 3.7336
C: 0.2114 -1.7488 2.8625
N: 0.5110 -3.1962 3.2572
H: 0.4574 -3.3155 4.2712
H: -0.3139 -3.7271 2.9760
C: 1.6551 -3.8548 2.5274
C: 1.6695 -5.3662 2.8375
O: 1.7342 -5.6101 4.2270
C: 3.0955 -5.7681 4.6302
H: -1.9524 -1.8537 6.8611
H: -2.8094 -0.9612 5.6163
H: -1.3013 -0.3341 6.1713
H: -0.8738 -0.2174 3.7973
H: -1.8753 -1.5108 3.1461
H: 1.1204 -1.1604 2.9570
H: -0.0768 -1.8334 1.8180
H: 2.6137 -3.4704 2.8796
H: 1.6287 -3.5767 1.4741
H: 2.4780 -5.8406 2.2800
H: 0.7481 -5.7669 2.4028
H: 3.0921 -6.1026 5.6654
H: 3.6443 -4.8303 4.5216
H: 3.6209 -6.5371 4.0607
N: 4.9147 -3.0519 1.1079
S: 4.9623 -4.5921 0.4096
O: 5.9974 -4.8936 -0.5488
O: 3.6003 -5.0708 0.1870
F: 5.4140 -5.4146 1.6865
S: 4.5390 -2.3265 -0.1818
O: 3.1430 -2.4246 -0.6287
O: 5.6306 -2.1635 -1.1059
F: 4.4139 -0.8194 0.4553
B: 0.5677 0.4879 0.3293
F: 0.2572 1.0484 1.5888
F: 0.3559 1.4573 -0.6291
F: 1.8020 -0.0691 0.3907
F: -0.3699 -0.5295 -0.0258

Results
Multiplicity ... 1
Calculated total energy ... -112641.1911 eV
Net charge ... +4

=====

No. 2
Here is 12 unconnected molecules or ions with the total composition C36H81N4O20PS6 at a distorted geometry from the Open Molecules 2025 dataset. Energies are from the ωB97M-V functional and the def2-TZVPD basis.

Positions of all 148 atoms, in Å:
N: -15.2143 16.2621 -10.4458
H: -14.5484 16.9625 -10.1227
H: -15.4771 15.6622 -9.6471
H: -14.8109 15.7713 -11.2420
H: -16.0472 16.7798 -10.7709
N: -15.8998 19.9533 -2.8587
H: -16.6358 20.6554 -2.9372
H: -16.1518 18.9362 -2.9942
H: -15.5575 19.9270 -1.8987
H: -15.1443 20.1227 -3.5750
N: -15.9076 20.5196 -8.7468
H: -15.1091 20.4420 -9.3857
H: -16.7601 20.7111 -9.2710
H: -15.6366 21.2619 -8.1011
H: -15.9711 19.5728 -8.3133
N: -16.9665 15.4692 -1.0089
H: -16.6688 16.3563 -0.6169
H: -17.9628 15.2823 -0.8823
H: -16.5425 14.6604 -0.5483
H: -16.6903 15.4519 -2.0266
C: -16.2302 17.6232 -5.5578
C: -16.3242 16.8253 -4.3765
C: -16.5111 15.2967 -4.5403
O: -16.7948 14.6016 -3.5456
C: -16.2934 14.7318 -5.8096
C: -16.2066 15.5196 -6.9434
C: -16.2251 17.0372 -6.8183
O: -16.1583 17.7705 -7.8582
O: -16.0784 14.9585 -8.0656
O: -16.3170 17.3206 -3.2301
H: -16.1335 18.7002 -5.5006
H: -16.3211 13.6516 -5.8394
C: -17.3144 10.8816 -3.6060
C: -16.3299 11.5388 -2.6333
C: -15.7683 10.4763 -1.6295
S: -16.2668 8.9040 -2.3302
O: -17.4858 8.5612 -1.6217
O: -15.1718 7.9643 -2.3796
C: -16.7087 9.5361 -3.9609
H: -17.5134 11.5107 -4.4750
H: -18.2741 10.7436 -3.1042
H: -16.7495 12.4310 -2.1669
H: -15.4581 11.9410 -3.1562
H: -16.1223 10.4160 -0.6052
H: -14.6834 10.5381 -1.6884
H: -17.2721 8.7767 -4.4949
H: -15.7316 9.6633 -4.4365
C: -20.2153 17.8618 -10.0179
C: -20.4402 16.4756 -9.4223
C: -19.5056 15.4468 -10.0611
S: -19.0126 16.1647 -11.6697
O: -19.6062 15.3958 -12.7443
O: -17.6023 16.5391 -11.6488
C: -20.0122 17.6931 -11.5212
H: -19.2714 18.2945 -9.6562
H: -21.0023 18.5515 -9.7207
H: -21.4679 16.2038 -9.6796
H: -20.3502 16.4132 -8.3384
H: -19.9775 14.4855 -10.2372
H: -18.5683 15.3527 -9.5083
H: -20.9815 17.4234 -11.9390
H: -19.4577 18.4614 -12.0490
C: -12.2748 15.8290 -1.1656
C: -13.7296 15.3647 -1.5685
C: -13.5759 14.5317 -2.8415
S: -12.1977 13.4544 -2.4446
O: -11.4938 13.0987 -3.6468
O: -12.6448 12.3919 -1.5820
C: -11.2971 14.6710 -1.4362
H: -12.2570 16.1563 -0.1304
H: -12.0235 16.6551 -1.8318
H: -14.2168 16.3084 -1.8130
H: -14.0846 14.7643 -0.7321
H: -13.3282 15.1739 -3.6863
H: -14.4191 13.9015 -3.1216
H: -10.4642 14.9051 -2.0981
H: -10.9357 14.1465 -0.5559
C: -11.8967 18.0608 -6.2240
C: -12.3535 17.6277 -4.8495
C: -12.2948 18.8542 -3.9435
S: -12.7369 20.2494 -4.9772
O: -11.6454 21.1889 -4.9034
O: -14.1144 20.7401 -4.7379
C: -12.6983 19.3152 -6.5663
H: -12.0321 17.2594 -6.9512
H: -10.8438 18.3434 -6.3059
H: -11.8597 16.7474 -4.4358
H: -13.3787 17.2452 -4.9480
H: -11.2355 18.9565 -3.6922
H: -12.7690 18.8835 -2.9625
H: -12.3152 19.9793 -7.3377
H: -13.7488 19.0868 -6.7722
C: -21.0633 13.3888 -7.1423
C: -19.5776 13.2780 -6.7262
C: -19.5376 13.9135 -5.3502
S: -21.0050 13.3334 -4.4772
O: -21.6893 14.5212 -4.0120
O: -20.7275 12.2176 -3.6018
C: -21.8308 12.7130 -5.9877
H: -21.3003 12.8414 -8.0544
H: -21.2896 14.4491 -7.2876
H: -18.9598 13.8090 -7.4494
H: -19.3722 12.2058 -6.7197
H: -19.6941 14.9888 -5.4509
H: -18.6212 13.7420 -4.7904
H: -22.9095 12.7850 -5.9138
H: -21.4718 11.6881 -6.0977
C: -12.8989 14.4960 -6.4544
C: -13.2584 13.7737 -7.7737
C: -12.3384 14.3947 -8.8057
S: -10.7533 14.8075 -7.9987
O: -10.4167 16.1987 -8.2258
O: -9.8419 13.7233 -8.2643
C: -11.3852 14.5129 -6.3119
H: -13.3644 14.0477 -5.5790
H: -13.2437 15.5302 -6.5883
H: -14.3126 13.9662 -7.9816
H: -13.1112 12.7000 -7.6472
H: -12.7472 15.3634 -9.1192
H: -12.1755 13.8363 -9.7259
H: -10.9637 15.3336 -5.7329
H: -11.0166 13.5352 -6.0133
C: -22.5934 22.7675 -2.5645
C: -22.1642 22.0247 -3.8211
O: -20.7856 21.6443 -3.5651
P: -20.1870 20.2567 -4.0057
O: -18.7341 20.2259 -3.7792
O: -21.1166 19.2155 -3.2129
C: -20.5146 18.0544 -2.6038
C: -20.0682 17.0963 -3.6797
O: -20.6386 20.0911 -5.5445
C: -19.8161 19.3404 -6.4392
C: -18.8024 20.2488 -7.1261
H: -23.6067 23.1599 -2.5814
H: -22.4717 22.0589 -1.7452
H: -21.8961 23.5818 -2.3697
H: -22.7656 21.1344 -4.0231
H: -22.2174 22.5720 -4.7633
H: -19.6945 18.2663 -1.9143
H: -21.3281 17.6372 -2.0103
H: -19.7855 16.1387 -3.2349
H: -20.7882 16.9029 -4.4691
H: -19.1317 17.4907 -4.0957
H: -19.2595 18.5874 -5.8795
H: -20.4902 18.9097 -7.1746
H: -18.1831 19.5857 -7.7418
H: -19.2205 21.0440 -7.7420
H: -18.1078 20.6760 -6.3991

Results
Multiplicity ... 1
Calculated total energy ... -159843.6530 eV
Relative energy (zero: lowest compared OMol25 entry of this formula, charge and spin) ... 0.0 kcal per mole
Net charge ... +2

=====

No. 3
Here is 7 unconnected molecules or ions with the total composition C36H83BClFN2O10 at a distorted geometry from the Open Molecules 2025 dataset. Energies are from the ωB97M-V functional and the def2-TZVPD basis.

Positions of all 134 atoms, in Å:
C: 2.1614 -3.3169 2.5504
C: 1.1458 -4.4108 2.2091
C: -0.2512 -4.0327 2.7188
C: -0.8545 -2.8320 1.9724
C: -1.8855 -3.1533 0.8566
C: -3.2010 -3.5030 1.5610
F: -4.0164 -4.2944 0.7590
C: -3.9746 -2.3101 2.1690
C: -5.4845 -2.4576 1.9268
C: -1.3560 -4.4305 0.1757
O: -1.5576 -5.6021 0.4252
N: -0.4617 -3.9510 -0.7760
C: -1.0598 -2.8875 -1.5632
O: -2.0042 -3.3435 -2.4923
C: -1.5078 -3.8352 -3.7217
C: -0.6305 -5.0900 -3.6461
B: 0.2041 -2.0758 -2.1642
O: 1.3978 -2.7758 -2.3002
N: 0.1412 -0.7013 -2.5918
C: 1.4755 -0.1737 -2.9012
C: -0.7049 -0.4845 -3.7847
C: -1.9003 -2.1392 -0.3416
Cl: -3.6002 -1.8809 -0.9050
C: -1.4052 -0.7516 0.1254
C: -1.8842 0.5236 -0.5989
C: -0.7731 1.5936 -0.4959
O: -3.0550 1.0352 0.0096
H: 1.9986 -2.4384 1.9355
H: 3.1785 -3.6453 2.3407
H: 2.1046 -3.0065 3.5892
H: 1.1050 -4.5256 1.1267
H: 1.4635 -5.3614 2.6353
H: -0.1153 -3.7280 3.7598
H: -0.9211 -4.8895 2.7532
H: -1.3827 -2.2165 2.7046
H: -0.0392 -2.2175 1.6132
H: -2.9142 -4.1477 2.3942
H: -3.6949 -1.3513 1.7469
H: -3.8434 -2.3503 3.2480
H: -5.7060 -2.3739 0.8685
H: -6.0100 -1.6403 2.4213
H: -5.8649 -3.3935 2.3248
H: 0.0068 -4.6812 -1.2955
H: -1.0295 -3.0541 -4.3182
H: -2.3966 -4.1128 -4.2879
H: 0.4191 -4.7988 -3.5874
H: -0.7329 -5.6347 -4.5811
H: -0.8872 -5.7069 -2.7928
H: 1.8400 -2.9440 -1.4635
H: 1.4105 0.9060 -3.0586
H: 1.8762 -0.5955 -3.8247
H: 2.1647 -0.3360 -2.0832
H: -0.2840 -1.0256 -4.6381
H: -1.7423 -0.7638 -3.6249
H: -0.6426 0.5689 -4.0586
H: -1.8061 -0.6318 1.1325
H: -0.3244 -0.7345 0.2404
H: -2.0454 0.3406 -1.6525
H: -0.2050 1.4852 0.4292
H: -1.2329 2.5784 -0.4852
H: -0.1120 1.5756 -1.3560
H: -2.8015 1.5124 0.8006
C: -2.0828 0.6365 -8.4907
C: -2.4847 1.0366 -7.0793
C: -3.8187 1.7663 -7.0620
O: -1.4709 1.8590 -6.4974
H: -1.9699 1.5237 -9.1199
H: -1.1241 0.1173 -8.4823
H: -2.8285 -0.0163 -8.9462
H: -2.5478 0.1463 -6.4516
H: -3.7563 2.6865 -7.6495
H: -4.0875 2.0457 -6.0432
H: -4.6159 1.1470 -7.4751
H: -1.3970 2.6529 -7.0358
C: 5.3886 -5.0946 6.0990
C: 4.9692 -4.4046 4.8097
C: 6.1745 -3.9173 4.0197
O: 4.0939 -3.3156 5.0922
H: 5.9322 -4.3984 6.7438
H: 4.5130 -5.4370 6.6507
H: 6.0323 -5.9525 5.8993
H: 4.3894 -5.0975 4.1980
H: 6.7409 -3.1856 4.6027
H: 5.8542 -3.4270 3.0997
H: 6.8408 -4.7419 3.7620
H: 4.5728 -2.6808 5.6343
C: 3.1797 1.7512 2.2143
C: 3.8774 0.6552 1.4240
C: 4.4815 1.1991 0.1384
O: 2.9583 -0.4068 1.1472
H: 2.3577 2.1761 1.6307
H: 2.7550 1.3474 3.1338
H: 3.8707 2.5552 2.4718
H: 4.6634 0.2080 2.0338
H: 3.7014 1.6155 -0.5023
H: 4.9770 0.4034 -0.4197
H: 5.2095 1.9846 0.3455
H: 2.2413 -0.0474 0.6117
C: -3.4648 -1.5444 6.3723
C: -2.0584 -2.1221 6.3149
C: -1.6191 -2.6647 7.6661
O: -1.1367 -1.1326 5.8572
H: -3.5132 -0.7083 7.0754
H: -3.7544 -1.1629 5.3926
H: -4.1910 -2.2968 6.6835
H: -2.0245 -2.9230 5.5738
H: -1.6034 -1.8637 8.4105
H: -0.6107 -3.0743 7.6031
H: -2.2923 -3.4478 8.0174
H: -1.1439 -0.4099 6.4924
C: -1.3093 7.1136 1.3314
C: -0.7017 5.9703 0.5323
C: -0.1215 6.4612 -0.7848
O: -1.6847 4.9607 0.2967
H: -2.1272 7.5755 0.7717
H: -1.7216 6.7476 2.2723
H: -0.5666 7.8817 1.5519
H: 0.0816 5.4901 1.1211
H: -0.9010 6.9052 -1.4087
H: 0.3091 5.6314 -1.3455
H: 0.6537 7.2071 -0.6253
H: -2.3934 5.3534 -0.2227
C: 3.2984 8.7279 -4.2049
C: 1.7832 8.6157 -4.1339
C: 1.1068 9.8881 -4.6211
O: 1.3716 8.3170 -2.7998
H: 3.6501 9.5419 -3.5649
H: 3.7666 7.8085 -3.8530
H: 3.6349 8.9223 -5.2241
H: 1.4518 7.7720 -4.7404
H: 1.3941 10.7361 -3.9933
H: 0.0226 9.7905 -4.5641
H: 1.3826 10.1147 -5.6518
H: 1.6509 9.0471 -2.2378

Results
Multiplicity ... 1
Calculated total energy ... -78050.7758 eV
Relative energy (zero: lowest compared OMol25 entry of this formula, charge and spin) ... 0.0 kcal per mole
Net charge ... 0